(1)
ORCA calculation (ωB97M-V with the def2-TZVPD basis set) on one molecule with the formula C26H30N4O3 in a non-equilibrium geometry.

The geometry in XYZ format:
```
63
Properties=species:S:1:pos:R:3:lowdin_charge:R:1
C 3.510 5.882 4.654 -0.074
O 2.242 5.263 4.763 -0.057
C 1.830 4.583 3.684 -0.297
N 2.594 4.529 2.626 0.087
N 2.244 3.810 1.576 0.087
C 1.114 3.154 1.532 -0.185
C 0.894 2.339 0.336 -0.178
C 1.262 2.819 -0.918 -0.018
C 1.033 2.071 -2.049 0.002
C 0.457 0.792 -1.997 -0.157
N 0.199 0.074 -3.145 -0.100
C -1.110 -0.501 -3.372 -0.121
C -0.981 -1.708 -4.304 -0.191
O -0.374 -1.343 -5.521 -0.126
C 0.911 -0.822 -5.272 -0.184
C 0.849 0.427 -4.387 -0.141
C 0.192 0.267 -0.715 -0.144
N -0.255 -1.058 -0.496 0.127
C 0.345 -2.182 -0.986 -0.442
O 1.186 -2.165 -1.857 0.088
C -0.147 -3.504 -0.396 -0.228
C -0.959 -4.246 -1.468 -0.159
C -1.330 -5.646 -0.988 -0.196
C -2.107 -5.579 0.323 -0.208
C -1.299 -4.835 1.381 -0.199
C -0.957 -3.426 0.897 -0.178
C 0.380 1.049 0.414 0.020
C 0.146 3.244 2.591 -0.081
C -1.161 2.728 2.536 -0.020
C -2.005 2.874 3.606 -0.066
C -1.591 3.547 4.762 -0.067
C -0.340 4.103 4.826 -0.005
C 0.536 3.968 3.739 -0.066
H 3.509 6.617 3.847 0.091
H 3.690 6.366 5.612 0.090
H 4.283 5.140 4.446 0.090
H 1.700 3.802 -0.989 0.112
H 1.276 2.499 -3.008 0.104
H -1.560 -0.805 -2.429 0.115
H -1.766 0.246 -3.852 0.134
H -1.964 -2.112 -4.554 0.128
H -0.374 -2.476 -3.808 0.102
H 1.341 -0.583 -6.246 0.126
H 1.527 -1.579 -4.766 0.130
H 1.866 0.759 -4.183 0.129
H 0.298 1.220 -4.921 0.133
H -0.787 -1.169 0.354 0.117
H 0.760 -4.089 -0.206 0.159
H -1.867 -3.679 -1.692 0.126
H -0.367 -4.313 -2.382 0.112
H -1.928 -6.147 -1.751 0.111
H -0.419 -6.229 -0.839 0.118
H -2.336 -6.588 0.672 0.108
H -3.054 -5.060 0.158 0.114
H -1.868 -4.775 2.311 0.110
H -0.377 -5.382 1.587 0.117
H -1.895 -2.889 0.726 0.120
H -0.387 -2.908 1.674 0.120
H 0.177 0.612 1.383 0.126
H -1.498 2.238 1.635 0.109
H -3.008 2.475 3.559 0.105
H -2.272 3.642 5.594 0.106
H -0.010 4.656 5.692 0.117
```

The value obtained for the total energy is -39551.7888 eV. As for the HOMO energy: -7.479 eV. As for the SMILES: COc1nnc(-c2ccc(N3CCOCC3)c(NC(=O)C3CCCCC3)c2)c2ccccc12.

---

(2)
ORCA calculation (ωB97M-V with the def2-TZVPD basis set) on C23H29N5ReSSi as an isolated structure.

The geometry in XYZ format:
```
60
Properties=species:S:1:pos:R:3:lowdin_spin:R:1
Re 0.260 0.127 -0.693 2.348
C 4.981 -2.960 -1.859 -0.002
C 5.411 -1.668 -1.583 0.001
C 4.551 -0.759 -0.992 -0.001
C 3.254 -1.156 -0.680 0.005
C 2.812 -2.444 -0.962 0.001
C 3.684 -3.347 -1.546 0.001
N 2.354 -0.212 -0.087 0.033
N 2.873 0.607 0.703 0.065
C 1.993 1.607 1.117 0.034
C 2.444 2.555 2.017 0.016
C 1.591 3.591 2.385 0.069
C 0.319 3.671 1.836 -0.005
C -0.134 2.712 0.932 0.078
C 0.691 1.651 0.565 0.003
H 5.658 -3.667 -2.318 0.000
H 6.419 -1.367 -1.831 0.000
H 4.871 0.251 -0.775 0.000
H 1.811 -2.745 -0.687 0.002
H 3.358 -4.358 -1.750 0.000
H 3.449 2.478 2.410 0.000
H 1.926 4.340 3.088 0.003
H -0.331 4.491 2.108 -0.002
H -1.129 2.810 0.518 0.003
C -3.809 -2.749 -1.172 0.001
N -2.617 -2.059 -0.680 0.004
C -1.652 -2.598 0.031 0.023
N -1.642 -3.888 0.328 0.007
S -0.337 -1.671 0.742 0.115
H -4.627 -2.033 -1.190 0.000
H -4.098 -3.554 -0.500 0.000
H -3.657 -3.143 -2.176 0.000
H -2.556 -1.067 -0.867 0.000
H -2.397 -4.507 0.074 0.000
H -0.908 -4.261 0.909 0.002
C -0.224 1.758 -4.538 0.003
Si -0.729 0.307 -3.508 0.024
C 0.776 -0.809 -3.235 0.042
C -2.127 -0.705 -4.184 0.005
N -1.148 0.773 -1.800 0.058
C -2.370 1.432 -1.476 0.022
C -2.934 1.256 -0.209 0.009
C -4.137 1.865 0.115 0.001
C -4.788 2.661 -0.818 0.001
C -4.226 2.846 -2.073 0.000
C -3.028 2.235 -2.405 0.001
H 0.348 1.396 -5.396 0.000
H 0.414 2.448 -3.983 0.000
H -1.070 2.318 -4.933 0.000
H 0.946 -1.229 -4.234 0.007
H 0.636 -1.697 -2.604 0.005
H 1.723 -0.322 -2.980 0.009
H -1.945 -0.916 -5.240 0.001
H -3.083 -0.185 -4.113 0.000
H -2.212 -1.664 -3.669 0.000
H -2.417 0.661 0.539 0.004
H -4.560 1.722 1.100 0.000
H -5.725 3.138 -0.565 0.000
H -4.722 3.473 -2.802 0.000
H -2.598 2.404 -3.383 0.000
```

The value obtained for the total energy is -52601.2444 eV. As for the spin multiplicity: 4. As for the HOMO energy (spin up / spin down): -14.065 / -14.321 eV. As for the total charge: +2. Its expectation value of S² is 3.792.

---

(3)
ORCA calculation (ωB97M-V with the def2-TZVPD basis set) on one molecule with the formula C5H6O2 in a non-equilibrium geometry.

The geometry in XYZ format:
```
13
Properties=species:S:1:pos:R:3:lowdin_charge:R:1
C 1.928 -0.798 -0.327 -0.022
C 0.880 0.267 0.006 -0.227
C 0.380 1.413 0.056 0.079
C -0.430 0.262 0.698 -0.149
C -1.704 -0.246 0.213 -0.551
O -2.025 -1.358 0.108 0.133
O -2.454 0.708 -0.488 0.015
H 1.562 -1.779 -0.635 0.071
H 2.714 -0.894 0.578 0.131
H 2.388 -0.356 -1.198 0.058
H 0.533 2.432 -0.101 0.091
H -0.460 0.220 1.904 0.175
H -3.312 0.130 -0.813 0.195
```

The value obtained for the total energy is -9373.9938 eV. As for the HOMO energy: -9.639 eV. As for the SMILES: CC1=C[C@H]1C(=O)O.

---

(4)
ORCA calculation (ωB97M-V with the def2-TZVPD basis set) on C8H22CuF3N8O6 as an isolated structure in a non-equilibrium geometry.

The geometry in XYZ format:
```
48
Properties=species:S:1:pos:R:3:lowdin_charge:R:1
Cu -0.033 0.108 0.344 0.406
C 0.626 1.709 -2.179 -0.323
O 0.256 2.385 -0.962 -0.121
O 0.258 0.285 -2.140 -0.259
C 0.417 2.717 -3.413 -0.614
F 0.524 4.007 -3.091 0.153
F 1.293 2.385 -4.414 0.099
F -0.667 2.648 -4.049 0.200
C -1.122 2.730 -0.784 -0.288
C -1.189 3.473 0.461 -0.095
H -0.667 4.418 0.313 0.085
H -2.127 3.838 0.879 0.083
H -0.710 2.994 1.314 0.074
H -1.715 1.816 -0.753 0.109
H -1.537 3.383 -1.552 0.122
H 1.711 1.717 -2.084 0.130
C 2.478 -0.857 2.293 -0.756
O 1.564 -0.188 1.750 0.012
N 3.010 -0.695 3.454 0.181
N 3.091 -1.752 1.727 0.198
H 2.827 0.121 4.021 0.133
H 3.655 -1.439 3.679 0.122
H 2.861 -2.021 0.781 0.113
H 4.075 -1.806 1.950 0.140
C 3.368 -2.121 -2.338 -0.760
O 4.335 -2.844 -2.528 0.014
N 2.329 -2.354 -1.555 0.151
N 3.257 -0.871 -2.706 0.162
H 1.675 -1.594 -1.435 0.067
H 2.214 -3.217 -1.043 0.111
H 4.065 -0.497 -3.184 0.119
H 2.344 -0.445 -2.772 0.077
C -2.697 0.173 2.694 -0.719
O -1.673 0.466 2.045 0.015
N -3.559 -0.742 2.347 0.186
N -3.080 0.867 3.705 0.181
H -4.380 -0.698 2.933 0.108
H -3.325 -1.556 1.796 0.092
H -2.414 1.448 4.194 0.137
H -3.968 0.609 4.113 0.114
C -1.722 -2.359 -0.349 -0.729
O -0.510 -2.417 -0.052 0.003
N -2.651 -3.183 0.106 0.160
N -2.142 -1.470 -1.215 0.189
H -3.516 -3.216 -0.414 0.115
H -2.389 -3.987 0.659 0.123
H -1.375 -0.881 -1.505 0.063
H -3.061 -1.087 -1.045 0.117
```

The value obtained for the total energy is -85651.5597 eV. As for the HOMO energy: -7.996 eV.